Record 1
{
  "formula": "C26H18F15GeIrNO4PS3",
  "method": "ωB97M-V/def2-TZVPD",
  "relative_energy_kj_mol": 0.00,
  "largest_force_ev_per_a": 0.5,
  "symbols": ["Ir", "N", "C", "C", "O", "O", "H", "H", "H", "H", "F", "C", "C", "C", "F", "C", "F", "C", "F", "C", "F", "Ge", "S", "C", "C", "F", "C", "F", "C", "F", "C", "F", "C", "F", "C", "C", "F", "C", "F", "C", "F", "C", "F", "C", "F", "C", "C", "C", "O", "P", "S", "S", "O", "C", "C", "C", "H", "H", "H", "H", "H", "H", "H", "H", "H", "H", "H", "H", "H", "H"],
  "xyz": [[-0.02, -1.86, -0.34], [1.64, -2.87, 0.16], [2.44, -2.11, 1.17], [1.64, -0.99, 1.84], [2.13, -0.43, 2.80], [0.49, -0.72, 1.31], [1.39, -3.79, 0.50], [2.18, -3.01, -0.69], [3.27, -1.64, 0.64], [2.84, -2.78, 1.92], [0.51, 4.38, -0.63], [-0.56, 3.68, -1.03], [-0.43, 2.35, -1.36], [-1.57, 1.69, -1.78], [-1.55, 0.39, -2.11], [-2.80, 2.33, -1.86], [-3.89, 1.66, -2.25], [-2.89, 3.67, -1.52], [-4.07, 4.29, -1.59], [-1.77, 4.35, -1.10], [-1.86, 5.64, -0.78], [1.33, 1.50, -1.13], [1.37, -0.64, -1.66], [1.86, 1.96, 0.70], [0.90, 1.91, 1.70], [-0.37, 1.59, 1.39], [1.17, 2.16, 3.03], [0.21, 2.06, 3.95], [2.46, 2.49, 3.40], [2.75, 2.72, 4.67], [3.45, 2.58, 2.44], [4.68, 2.92, 2.79], [3.14, 2.32, 1.11], [4.13, 2.47, 0.23], [2.59, 2.15, -2.50], [3.81, 1.52, -2.69], [4.16, 0.47, -1.94], [4.71, 1.91, -3.67], [5.87, 1.27, -3.82], [4.38, 2.96, -4.51], [5.23, 3.34, -5.46], [3.17, 3.60, -4.37], [2.85, 4.61, -5.18], [2.30, 3.19, -3.38], [1.14, 3.85, -3.29], [-2.25, -5.26, 1.92], [-1.27, -4.14, 1.66], [-0.97, -3.35, 2.92], [-1.74, -3.15, 0.69], [-2.42, -3.40, -0.82], [-3.71, -4.78, -1.04], [-0.72, -3.40, -1.95], [-2.92, -1.90, -1.04], [-3.68, -1.01, -0.16], [-2.74, -0.22, 0.72], [-4.75, -1.75, 0.62], [-1.82, -5.89, 2.70], [-2.44, -5.86, 1.04], [-3.20, -4.86, 2.28], [-0.35, -4.57, 1.25], [-1.90, -2.97, 3.34], [-0.32, -2.51, 2.73], [-0.51, -4.01, 3.66], [-4.16, -0.34, -0.87], [-2.40, -0.78, 1.58], [-3.22, 0.70, 1.07], [-1.86, 0.10, 0.14], [-4.31, -2.39, 1.39], [-5.36, -2.37, -0.04], [-5.39, -1.02, 1.11]]
}

Record 2
{
  "formula": "C33H44AgN4O2",
  "method": "ωB97M-V/def2-TZVPD",
  "charge": -1,
  "e_tot_ha": -1800.37540,
  "largest_force_ev_per_a": 1.6,
  "symbols": ["Ag", "C", "C", "C", "C", "C", "C", "C", "C", "C", "C", "C", "C", "N", "C", "C", "N", "C", "C", "C", "C", "C", "C", "C", "C", "C", "C", "C", "C", "H", "H", "H", "H", "H", "H", "H", "H", "H", "H", "H", "H", "H", "H", "H", "H", "H", "H", "H", "H", "H", "H", "H", "H", "H", "H", "H", "H", "H", "H", "H", "H", "H", "H", "H", "H", "O", "C", "N", "C", "O", "C", "C", "C", "C", "N", "C", "H", "H", "H", "H", "H", "H", "H", "H"],
  "xyz": [[-0.77, -0.61, -1.07], [-3.91, -0.70, -2.13], [-4.25, -0.62, -0.62], [-5.55, 0.10, -0.47], [-4.15, -1.94, 0.08], [-5.26, -2.76, 0.19], [-5.13, -4.00, 0.78], [-3.91, -4.47, 1.27], [-2.78, -3.70, 1.10], [-1.40, -4.27, 1.53], [-1.38, -4.62, 3.02], [-0.93, -5.43, 0.66], [-2.90, -2.42, 0.55], [-1.77, -1.60, 0.47], [-1.18, -1.19, 1.66], [-0.15, -0.33, 1.78], [0.38, 0.43, 0.73], [1.37, 1.27, 1.03], [1.24, 2.66, 0.70], [2.14, 3.59, 1.18], [3.25, 3.21, 1.93], [3.48, 1.85, 2.11], [2.60, 0.88, 1.63], [2.96, -0.57, 1.65], [3.48, -1.02, 2.99], [4.02, -0.79, 0.53], [0.01, 3.10, -0.04], [-1.21, 3.30, 0.83], [0.23, 4.37, -0.83], [-3.80, 0.34, -2.50], [-4.76, -1.20, -2.63], [-2.94, -1.23, -2.25], [-3.48, 0.01, -0.22], [-6.33, -0.41, -1.03], [-5.46, 1.11, -0.92], [-5.87, 0.18, 0.59], [-6.24, -2.38, -0.12], [-6.02, -4.62, 0.91], [-3.91, -5.44, 1.71], [-0.64, -3.49, 1.35], [-1.93, -5.53, 3.22], [-1.82, -3.86, 3.65], [-0.35, -4.74, 3.40], [-1.58, -6.30, 0.84], [0.09, -5.69, 0.90], [-0.95, -5.15, -0.37], [-1.53, -1.62, 2.60], [0.20, -0.08, 2.79], [2.01, 4.66, 0.99], [3.97, 3.93, 2.28], [4.38, 1.53, 2.60], [2.04, -1.12, 1.42], [4.35, -0.49, 3.32], [3.78, -2.06, 2.96], [2.74, -0.94, 3.80], [4.90, -0.20, 0.73], [3.60, -0.47, -0.42], [4.31, -1.84, 0.40], [-0.25, 2.31, -0.74], [-1.08, 4.16, 1.49], [-1.48, 2.46, 1.49], [-2.06, 3.54, 0.21], [0.30, 5.26, -0.20], [-0.56, 4.50, -1.58], [1.16, 4.31, -1.34], [6.11, 1.42, -2.20], [5.24, 2.31, -1.52], [3.86, 1.97, -1.76], [3.24, 2.37, -2.91], [3.85, 2.97, -3.77], [1.78, 2.00, -3.08], [0.95, 2.74, -3.89], [-0.32, 2.30, -4.11], [-0.73, 1.08, -3.59], [0.06, 0.36, -2.80], [1.29, 0.82, -2.54], [6.65, 1.95, -2.81], [5.48, 3.32, -1.79], [5.41, 2.13, -0.46], [3.36, 1.58, -0.96], [1.27, 3.70, -4.26], [-0.97, 2.92, -4.70], [-1.73, 0.67, -3.62], [1.84, 0.24, -1.82]]
}

Record 3
{
  "formula": "C5H5N3",
  "method": "ωB97M-V/def2-TZVPD",
  "relative_energy_kj_mol": 150.98,
  "largest_force_ev_per_a": 3.0,
  "symbols": ["C", "C", "C", "C", "N", "N", "N", "C", "H", "H", "H", "H", "H"],
  "xyz": [[-1.33, 0.25, 0.99], [-0.41, -0.66, 1.26], [0.52, -0.67, 0.02], [1.58, -1.24, -0.68], [1.94, -0.31, -1.68], [1.08, 0.67, -1.71], [0.15, 0.37, -0.75], [-0.92, 1.17, -0.12], [-2.11, 0.53, 1.64], [-0.38, -1.37, 2.07], [1.98, -2.20, -0.39], [-1.68, 1.37, -0.91], [-0.43, 2.09, 0.25]]
}